Entry from the Open Molecules 2025 dataset: the molecule C4H5ClO3 at a distorted geometry (ωB97M-V with the def2-TZVPD basis set).

Cartesian coordinates (Å):
C 0.0716 -1.1068 1.0984
C 0.8161 -1.4801 0.0391
C -0.6759 0.1875 1.2351
C 0.0678 0.4988 -0.9602
O 0.9542 -0.6028 -0.9278
O 0.6148 1.6773 -0.8333
O -0.8565 0.2578 -1.8948
Cl 0.0693 1.5894 1.9537
H -0.3076 -1.9462 1.7107
H 1.3578 -2.3259 -0.0895
H -1.6567 0.3298 1.1696
H 0.4910 2.0407 0.1132
H -0.9458 0.8805 -2.6140

Output
E, Ha: -841.1152
Spin multiplicity: 3
Expectation value of S²: 2.007

Atom charges from the natural (NBO) analysis, given in e for atoms 1 to 8:
1. C -0.43
2. C 0.23
3. C -0.14
4. C 0.74
5. O -0.51
6. O -0.74
7. O -0.71
8. Cl -0.01

---

Entry from the Open Molecules 2025 dataset: a cluster of 2 separate species, C3H8NO in total (ωB97M-V with the def2-TZVPD basis set).

Cartesian coordinates (Å):
C -0.5629 -2.4460 1.2999
N -0.3874 -1.2777 1.7485
H -0.4384 -2.5783 0.2349
H -0.8402 -3.2693 1.9541
H -0.0712 -0.5475 1.0658
H -0.3735 -1.0830 2.7477
O 0.5981 -0.0169 -0.4256
C 0.1312 1.0746 -0.6965
C 0.6063 1.9854 -1.7565
H -0.7899 1.4199 -0.1676
H -0.1683 2.7495 -1.8838
H 1.5018 2.5269 -1.4366
H 0.7945 1.4623 -2.6843

Output
ΔE to the lowest compared entry with this formula, charge and spin, kcal per mole: 11.0
Charge: +1
Spin multiplicity: 1

Atom charges from the natural (NBO) analysis, given in e for atoms 1 to 8:
1. C 0.15
2. N -0.58
3. H 0.24
4. H 0.23
5. H 0.46
6. H 0.44
7. O -0.59
8. C 0.49

---

Entry from the Open Molecules 2025 dataset: the molecule C22H28N2O3S2 (ωB97M-V with the def2-TZVPD basis set).

Cartesian coordinates (Å):
C -3.9553 -1.9941 -2.5805
C -3.0771 -1.5261 -1.4663
C -2.7502 -2.3735 -0.4096
C -1.9512 -1.9424 0.6303
C -1.4254 -0.6525 0.6380
C -0.5795 -0.2442 1.8019
O -0.6955 -0.7689 2.8933
N 0.2962 0.7558 1.5549
C 1.2328 1.2064 2.5546
C 2.6148 0.5941 2.3596
S 3.3273 1.1446 0.7635
C 4.9942 0.3812 0.8843
C 5.9416 1.1378 -0.0372
C 7.3423 0.5352 0.0389
C 7.3079 -0.9454 -0.3272
C 6.3509 -1.6972 0.5927
C 4.9496 -1.0947 0.5154
C -1.7501 0.2034 -0.4069
C -2.5697 -0.2341 -1.4279
S -2.9638 0.9697 -2.7024
O -2.7012 0.4462 -4.0116
O -2.3597 2.2142 -2.3399
N -4.6343 1.1121 -2.6357
C -5.3233 1.1327 -1.4274
C -6.5876 0.5592 -1.3196
C -7.2561 0.5772 -0.1093
C -6.6700 1.1528 1.0048
C -5.4167 1.7331 0.8956
C -4.7449 1.7317 -0.3121
H -3.8907 -3.0747 -2.6857
H -3.6628 -1.5220 -3.5150
H -4.9937 -1.7399 -2.3645
H -3.1364 -3.3820 -0.4067
H -1.7167 -2.5961 1.4570
H 0.4720 1.0526 0.6080
H 1.3015 2.2968 2.5126
H 0.8357 0.8979 3.5256
H 2.5458 -0.4938 2.3519
H 3.2873 0.9185 3.1542
H 5.3082 0.5056 1.9254
H 5.5666 1.0745 -1.0611
H 5.9659 2.1921 0.2448
H 8.0082 1.0735 -0.6378
H 7.7316 0.6495 1.0536
H 8.3099 -1.3716 -0.2492
H 6.9760 -1.0547 -1.3620
H 6.3109 -2.7514 0.3122
H 6.7143 -1.6380 1.6218
H 4.2773 -1.6342 1.1864
H 4.5610 -1.1927 -0.5008
H -1.4054 1.2249 -0.4477
H -5.0961 0.6502 -3.4030
H -7.0466 0.1107 -2.1899
H -8.2377 0.1328 -0.0373
H -7.1902 1.1561 1.9502
H -4.9587 2.1949 1.7571
H -3.7833 2.2061 -0.4141

Output
ΔE to the lowest compared entry with this formula, charge and spin, kcal per mole: 3.7
Spin multiplicity: 1
SMILES: Cc1ccc(C(=O)NCCSC2CCCCC2)cc1S(=O)(=O)Nc1ccccc1

Atom charges from the natural (NBO) analysis, given in e for atoms 1 to 8:
1. C -0.66
2. C 0.05
3. C -0.22
4. C -0.12
5. C -0.17
6. C 0.67
7. O -0.62
8. N -0.61

---

Entry from the Open Molecules 2025 dataset: a cluster of 3 separate species, C21H28Br2NO8 in total (ωB97M-V with the def2-TZVPD basis set).

Cartesian coordinates (Å):
C 3.2684 3.3438 1.2337
C 2.5672 3.0720 2.3165
N 1.4782 2.1146 2.2828
C 1.8401 0.8771 1.9208
C 0.9262 -0.1368 1.8364
C -0.3960 0.1103 2.1898
C -1.2946 -1.1128 2.0454
O -0.8044 -2.1670 1.7638
O -2.6367 -0.9431 2.1509
C -0.7715 1.3958 2.6165
C -2.1795 1.7086 3.0585
C -3.0818 2.1907 1.8974
C 0.1985 2.4128 2.6164
C -0.1934 3.8304 2.9624
Br 0.1037 4.9829 1.4182
C 0.3169 4.4332 4.3080
C 1.3086 5.5887 4.2520
Br 0.9666 3.0082 5.4862
H 2.9867 3.0274 0.2361
H 4.1710 3.9308 1.3372
H 2.7746 3.4931 3.2876
H 2.8756 0.6934 1.6792
H 1.2207 -1.1230 1.5135
H -2.9752 -1.3809 2.9434
H -2.1506 2.4734 3.8334
H -2.6062 0.8473 3.5560
H -3.5553 3.1363 2.1590
H -2.5297 2.3096 0.9679
H -3.8968 1.4862 1.7464
H -1.2716 3.8300 3.0273
H -0.5676 4.8002 4.8208
H 1.7681 5.7006 5.2328
H 0.7607 6.5110 4.0634
H 2.0874 5.4711 3.5065
C -0.5935 -0.9761 -4.0934
C 0.0207 -0.5013 -2.8038
C -0.4157 0.8749 -2.3436
O 0.7405 1.3423 -1.6239
C 1.8237 0.6975 -2.1288
O 2.9468 0.9949 -1.8648
O 1.4486 -0.3030 -2.9370
H -1.6812 -0.9475 -4.0326
H -0.2649 -0.3470 -4.9218
H -0.2961 -1.9928 -4.3171
H -0.1320 -1.2406 -2.0113
H -1.2820 0.8561 -1.6862
H -0.6047 1.5546 -3.1764
C 0.5809 -6.5982 -2.5878
C -0.4818 -6.2874 -3.6101
C -0.2047 -6.8022 -5.0081
O -0.8747 -5.8359 -5.8284
C -0.9391 -4.6778 -5.1430
O -1.2650 -3.6308 -5.6031
O -0.5735 -4.8673 -3.8516
H 0.7683 -7.6712 -2.5512
H 1.5088 -6.0820 -2.8358
H 0.2725 -6.2693 -1.5960
H -1.4619 -6.6243 -3.2630
H -0.6087 -7.7931 -5.1956
H 0.8600 -6.7886 -5.2519

Output
Charge: +1
E, Ha: -6621.4975
Spin multiplicity: 1

Atom charges from the natural (NBO) analysis, given in e for atoms 1 to 8:
1. C -0.31
2. C -0.08
3. N -0.29
4. C 0.10
5. C -0.18
6. C -0.09
7. C 0.77
8. O -0.49

---

Entry from the Open Molecules 2025 dataset: a structure of composition C17H26N7PtS (ωB97M-V with the def2-TZVPD basis set).

Cartesian coordinates (Å):
Pt -0.0455 0.6566 0.6760
C -4.8150 -2.4630 1.3984
C -4.1605 -2.1539 2.7361
N -2.7032 -2.0547 2.6558
C -2.0517 -1.0452 2.0782
S -0.2917 -1.0813 2.1606
N -2.7543 -0.0688 1.5419
N -1.9807 0.9026 0.9969
C -2.5407 1.8380 0.2923
C -4.0088 1.9316 0.0602
C -1.6111 2.8550 -0.2189
C -2.0139 4.0756 -0.7375
C -1.0572 5.0398 -1.0077
C 0.2746 4.7757 -0.7315
C 0.6164 3.5269 -0.2476
N -0.2981 2.5801 -0.0386
H -5.8835 -2.6259 1.5415
H -4.3898 -3.3669 0.9607
H -4.6821 -1.6412 0.6978
H -4.3716 -2.9511 3.4473
H -4.5480 -1.2260 3.1576
H -2.1426 -2.7651 3.0929
H -4.4900 0.9979 0.3307
H -4.2130 2.1590 -0.9867
H -4.4437 2.7284 0.6694
H -3.0650 4.2733 -0.8925
H -1.3531 6.0031 -1.4010
H 1.0436 5.5171 -0.8936
H 1.6405 3.2491 -0.0352
C 4.4041 -2.9085 0.2905
C 3.2011 -2.7615 1.1935
N 2.5654 -1.4845 0.9135
C 2.4559 -0.9243 -0.3070
N 1.6447 0.1143 -0.4663
C 1.5885 0.7470 -1.7904
C 2.8693 0.5778 -2.5760
C 3.1879 -0.8943 -2.6461
N 3.2424 -1.4273 -1.2926
C 3.9544 -2.6971 -1.1389
H 4.8460 -3.8982 0.3980
H 5.1594 -2.1663 0.5549
H 3.4879 -2.7696 2.2435
H 2.4992 -3.5862 1.0325
H 1.9205 -1.1331 1.5923
H 1.3848 1.8037 -1.6679
H 0.7505 0.3262 -2.3579
H 3.6867 1.1040 -2.0773
H 2.7568 0.9958 -3.5761
H 4.1615 -1.0647 -3.1055
H 2.4429 -1.4307 -3.2444
H 4.8134 -2.6642 -1.8082
H 3.3163 -3.5251 -1.4675

Output
Charge: +1
E, Ha: -1564.0621
Spin multiplicity: 1

Atom charges from the natural (NBO) analysis, given in e for atoms 1 to 8:
1. Pt 0.74
2. C -0.62
3. C -0.22
4. N -0.56
5. C 0.33
6. S -0.23
7. N -0.44
8. N -0.20

---

Entry from the Open Molecules 2025 dataset: a structure of composition C4H9N3 at a distorted geometry (ωB97M-V with the def2-TZVPD basis set).

Cartesian coordinates (Å):
C -0.6913 -1.8087 0.0656
C 1.6834 1.6676 -0.0446
C -0.5404 -0.3524 -0.0124
C 1.3759 0.2122 0.0301
N -2.7949 0.1815 0.0852
N -1.0054 0.7531 -0.1094
N 2.1122 -0.7791 0.1276
H -3.2023 1.0222 0.4897
H -3.1109 0.1007 -0.8827
H 3.1263 -0.6232 0.1715
H -1.2343 -2.0661 0.9747
H 0.3010 -2.2573 0.0929
H -1.2615 -2.1600 -0.7945
H 1.2013 2.1855 0.7835
H 2.7636 1.8442 -0.0096
H 1.2774 2.0797 -0.9676

Output
ΔE to the lowest compared entry with this formula, charge and spin, kcal per mole: 107.0
Spin multiplicity: 1

Atom charges from the natural (NBO) analysis, given in e for atoms 1 to 8:
1. C -0.72
2. C -0.72
3. C 0.32
4. C 0.36
5. N -0.80
6. N -0.27
7. N -0.68
8. H 0.35

---

Entry from the Open Molecules 2025 dataset: a cluster of 2 separate species, C5H14 in total at a distorted geometry (ωB97M-V with the def2-TZVPD basis set).

Cartesian coordinates (Å):
C -2.5070 -0.6246 -0.0800
C -1.0545 -0.8044 -0.5236
C -0.7939 -2.4412 -0.7052
H -3.1689 -1.0476 -0.8012
H -2.8043 0.4894 0.0373
H -2.7568 -1.1819 0.8247
H -0.8442 -0.2640 -1.4076
H -0.2793 -0.4869 0.2486
H -0.5485 -2.8838 0.2576
H -1.5671 -3.0656 -1.1236
H 0.1040 -2.4901 -1.3512
C 1.6896 1.2549 0.7213
C 2.5320 2.5538 0.5263
H 1.9146 0.7098 1.6168
H 0.5932 1.4711 0.7510
H 1.8648 0.5829 -0.1394
H 2.7061 3.1096 1.4177
H 2.0210 3.1482 -0.1443
H 3.5685 2.2779 0.1807

Output
ΔE to the lowest compared entry with this formula, charge and spin, kcal per mole: 17.5
Spin multiplicity: 1
SMILES: CCC.CC

Atom charges from the natural (NBO) analysis, given in e for atoms 1 to 8:
1. C -0.61
2. C -0.38
3. C -0.62
4. H 0.20
5. H 0.20
6. H 0.20
7. H 0.20
8. H 0.20

---

Entry from the Open Molecules 2025 dataset: a structure of composition C47H43N8O2PTi (ωB97M-V with the def2-TZVPD basis set).

Cartesian coordinates (Å):
Ti 0.1650 0.3875 -0.5890
C -0.5866 1.4846 -3.6416
N 0.4491 1.8393 -2.6496
C 1.8019 1.5471 -3.1474
C 1.9960 0.0701 -3.0188
N 1.3244 -0.6423 -2.1336
C 1.6992 -1.9750 -2.3537
C 1.2783 -3.1587 -1.7522
C 1.8005 -4.3391 -2.2417
C 2.7442 -4.3571 -3.2810
C 3.1837 -3.1912 -3.8735
C 2.6300 -2.0102 -3.3932
N 2.7927 -0.6863 -3.7875
C -1.7431 0.8574 -2.9453
N -1.6416 0.3133 -1.7468
C -2.9323 -0.1379 -1.4231
C -3.4375 -0.7299 -0.2676
C -4.7856 -1.0263 -0.2416
C -5.6252 -0.7408 -1.3282
C -5.1423 -0.1352 -2.4702
C -3.7850 0.1580 -2.4855
N -2.9865 0.7891 -3.4331
H -0.9140 2.3525 -4.2187
H -0.1747 0.7664 -4.3553
H 0.3847 2.8300 -2.4402
H 1.9472 1.8636 -4.1848
H 2.5297 2.0864 -2.5393
H 0.5639 -3.1646 -0.9435
H 1.4671 -5.2803 -1.8241
H 3.1218 -5.3066 -3.6353
H 3.8982 -3.2028 -4.6855
H 3.3735 -0.3547 -4.5425
H -2.8144 -0.9368 0.5911
H -5.2110 -1.4845 0.6414
H -6.6740 -0.9966 -1.2665
H -5.7884 0.0958 -3.3063
H -3.2922 1.1510 -4.3232
N -0.2498 3.4035 0.5547
P -1.3825 2.1192 0.7117
C -2.8210 2.8569 -0.0919
C -4.1011 2.6103 0.3991
C -5.2087 3.0977 -0.2790
C -5.0455 3.8374 -1.4416
C -3.7707 4.0971 -1.9295
C -2.6615 3.6032 -1.2614
C -1.8168 2.0056 2.4553
C -1.9048 0.7506 3.0524
C -2.2936 0.6376 4.3808
C -2.5818 1.7778 5.1150
C -2.4957 3.0345 4.5238
C -2.1230 3.1495 3.1965
C 1.1028 3.1743 0.4599
C 2.0239 4.1908 0.7443
C 3.3662 3.9338 0.6107
C 3.7875 2.6615 0.2090
C 2.8302 1.7185 -0.0522
N 1.5031 1.9595 0.0466
H -0.5127 4.3320 0.8589
H -4.2373 2.0486 1.3148
H -6.2004 2.9135 0.1119
H -5.9111 4.2328 -1.9563
H -3.6439 4.7060 -2.8155
H -1.6676 3.8366 -1.6282
H -1.6846 -0.1421 2.4785
H -2.3785 -0.3394 4.8384
H -2.8840 1.6923 6.1502
H -2.7334 3.9202 5.0971
H -2.0921 4.1315 2.7378
H 1.6679 5.1588 1.0700
H 4.0893 4.7107 0.8216
H 4.8356 2.4218 0.1013
H 3.0981 0.7162 -0.3641
C 2.5800 -4.8637 1.4376
O 2.4975 -3.4697 1.7739
C 3.4067 -2.6389 1.2370
C 4.1897 -2.9514 0.1262
C 5.1659 -2.0767 -0.3156
C 5.3995 -0.8758 0.3448
C 4.6205 -0.5491 1.4369
C 3.6017 -1.3977 1.8581
N 2.9403 -1.0394 3.0722
C 1.7477 -1.2697 3.5342
C 0.5938 -1.8460 2.9070
C -0.1602 -2.6862 3.7471
C -1.2134 -3.4306 3.2648
C -1.5544 -3.3150 1.9200
C -0.8744 -2.4355 1.0956
C 0.1857 -1.6644 1.5707
O 0.7261 -0.7135 0.7922
H 1.9098 -5.3696 2.1254
H 3.5985 -5.2271 1.5724
H 2.2501 -5.0356 0.4136
H 4.0523 -3.8984 -0.3736
H 5.7806 -2.3563 -1.1614
H 6.2070 -0.2265 0.0354
H 4.8057 0.3650 1.9893
H 3.5673 -0.6012 3.7389
H 1.6431 -1.0306 4.5888
H 0.1275 -2.7764 4.7882
H -1.7612 -4.0933 3.9192
H -2.3740 -3.8959 1.5163
H -1.1788 -2.3242 0.0613

Output
ΔE to the lowest compared entry with this formula, charge and spin, kcal per mole: 8.4
Charge: +3
Spin multiplicity: 2
Expectation value of S²: 0.753

Atom charges from the Löwdin analysis, given in e for atoms 1 to 8:
1. Ti 0.97
2. C -0.08
3. N -0.07
4. C -0.10
5. C -0.30
6. N 0.08
7. C -0.19
8. C 0.00